Entry 1:
Below is a cluster of 6 separate species, C24H38O17S in total at a distorted geometry, with properties calculated with ωB97M-V/def2-TZVPD.

Computed properties:
Highest occupied orbital energy, eV: -10.08
E_tot, eV: -71135.84650
LUMO energy, Eh: 0.0055
Relative energy (zero: lowest compared OMol25 entry of this formula, charge and spin), kcal per mole: 88.6
Multiplicity: 1
SMILES: C[C@H]1COC(=O)O1.C[C@H]1COC(=O)O1.C[C@H]1COC(=O)O1.C[C@H]1COC(=O)O1.C[C@H]1COC(=O)O1.O=S1(=O)CCCC1
Net charge: 0

Element x y z (Å)
C 3.4292 1.4992 -2.7761
C 2.5492 1.3292 -3.9271
C 2.4202 -0.0778 -4.4281
O 1.1142 -0.5148 -3.8181
C 0.5452 0.5492 -3.2691
O -0.5458 0.4362 -2.9361
O 1.2892 1.6952 -3.4941
H 3.0442 0.8072 -2.0941
H 3.6732 2.5112 -2.3441
H 4.5182 1.1022 -2.8811
H 2.8922 2.0682 -4.8601
H 3.2452 -0.7688 -4.0661
H 2.3582 -0.1238 -5.3041
C 2.4132 3.2502 0.2829
C 0.9832 3.7062 -0.3341
C -0.0158 4.4302 0.5209
O -0.0278 5.7542 -0.0841
C 0.8332 5.8542 -1.0851
O 0.9342 6.8152 -1.6851
O 1.3232 4.6662 -1.3261
H 2.2932 2.4972 1.0859
H 3.1012 4.0762 0.5869
H 2.9932 2.6552 -0.4271
H 0.4472 2.9722 -0.7201
H 0.2122 4.5012 1.5349
H -0.9668 4.1792 0.7699
C -1.1738 -3.3338 4.1849
C -0.3038 -1.9548 4.1049
C -0.5418 -0.8718 5.0849
O 0.6382 -0.5158 5.5829
C 1.4492 -1.4658 5.3129
O 2.6142 -1.5478 5.8779
O 1.0182 -2.2428 4.4529
H -1.3528 -3.7158 5.2019
H -0.8568 -4.2858 3.6579
H -2.1488 -3.0348 3.9849
H -0.1248 -1.4838 3.0619
H -1.3088 -1.1648 5.9979
H -1.0128 -0.0008 4.6009
C 2.0692 -0.4518 1.1289
C 1.1552 -0.9248 -0.0341
C 1.8622 -2.0528 -0.9671
O 0.9532 -3.0618 -0.6001
C -0.0348 -2.7268 0.2989
O -0.8548 -3.4998 0.6699
O 0.0012 -1.6028 0.4999
H 2.3552 -1.3778 1.7819
H 1.4012 0.0572 1.8419
H 2.9552 -0.1238 0.6959
H 0.6382 -0.1098 -0.4681
H 2.9062 -2.2758 -0.5571
H 1.9602 -1.8058 -1.9281
C -3.9178 4.5722 2.8079
C -3.0638 3.8522 3.9309
C -3.3848 2.4452 4.0269
O -2.6048 1.7792 3.0699
C -1.4988 2.5712 2.9529
O -0.5778 2.1802 2.2569
O -1.6928 3.7382 3.4939
H -3.7168 5.5972 2.5499
H -4.9878 4.5712 2.8839
H -3.8508 3.9752 1.7579
H -3.1768 4.5702 4.8589
H -4.4388 2.1562 3.7119
H -3.3228 2.1742 5.0669
O -0.9278 -3.6198 -6.5271
S -0.6118 -3.8818 -5.2121
O 0.7792 -3.5908 -4.8011
C -1.5738 -3.0298 -4.0721
C -1.5758 -3.9118 -2.7581
C -1.6978 -5.3138 -3.3031
C -0.9498 -5.4778 -4.6281
H -2.3898 -2.7518 -4.2481
H -1.0528 -1.9208 -4.0411
H -0.7528 -3.8828 -2.1421
H -2.5538 -3.5868 -2.2401
H -2.8778 -5.7878 -3.2181
H -1.0278 -5.8398 -2.6121
H -1.8258 -5.9098 -5.2831
H -0.0428 -5.9728 -4.6731

Forces on the atoms, in the same order (eV/Å):
C 4.828 0.415 0.681
C 2.131 2.920 -3.513
C 0.750 -1.241 13.783
O 3.467 -0.132 -0.955
C 2.749 0.441 -3.449
O -4.483 1.076 2.877
O -2.464 -0.420 0.865
H -0.664 -0.672 1.991
H -1.232 -0.899 -0.663
H -1.710 0.404 -0.598
H -1.068 -1.809 2.321
H -1.057 0.823 -0.291
H -1.253 -0.912 -13.192
C -1.110 -0.486 0.166
C 3.923 2.105 2.323
C 2.345 3.072 -0.108
O -1.233 -0.267 2.401
C -2.370 -3.343 2.467
O 1.577 4.752 -3.369
O 1.467 -1.631 -1.394
H -0.241 0.816 0.092
H -1.063 -0.374 -0.050
H -0.409 0.387 -0.436
H -1.515 -3.877 -2.437
H 1.949 0.667 1.816
H -3.365 -1.687 -1.354
C 1.656 0.438 0.717
C -0.314 -2.161 -2.527
C -7.253 0.961 1.461
O 0.714 2.712 1.856
C 10.067 0.474 5.340
O -4.874 0.271 -2.533
O 0.550 -4.411 -2.541
H 0.932 0.677 0.329
H -0.068 1.862 -0.165
H -1.876 0.264 -1.340
H -1.403 -1.139 1.231
H 1.788 0.369 -2.123
H 0.032 -0.291 0.179
C -2.805 -3.900 1.457
C 1.783 -0.119 0.562
C -0.604 0.859 6.865
O 0.779 -3.055 -1.533
C 0.224 -11.748 -3.875
O -0.773 -1.689 0.580
O 0.736 14.068 3.565
H -0.285 1.177 -1.385
H 0.975 1.065 -0.481
H 1.448 1.589 -0.166
H 0.318 1.110 -1.169
H -1.383 0.171 -0.347
H -0.449 0.466 -4.019
C 0.768 -2.093 -2.935
C -1.514 4.502 -0.990
C -4.548 -2.088 0.391
O 1.253 0.496 1.173
C 0.845 -2.718 -3.157
O -0.641 1.116 1.532
O 0.730 1.709 0.735
H 0.851 0.399 0.313
H -0.626 -0.376 1.157
H 0.391 1.155 2.327
H 0.737 -2.044 -1.470
H 0.997 0.848 0.618
H 0.817 -1.107 0.354
O -1.537 0.536 -4.626
S 3.875 0.964 4.067
O -1.412 -0.686 -0.351
C 12.867 0.154 4.907
C -4.073 2.005 -2.346
C -1.033 -2.469 2.019
C -5.419 -0.353 -1.761
H -12.592 3.043 -3.472
H -0.667 -2.808 0.388
H 1.757 0.769 1.247
H 1.815 -0.638 -0.259
H 3.641 1.316 -0.625
H -0.981 -0.772 0.223
H 2.371 0.465 0.422
H 1.464 -1.476 0.206



Entry 2:
Below is an isolated molecule of C3H9N2O at a distorted geometry, with properties calculated with ωB97M-V/def2-TZVPD.

Computed properties:
Highest occupied orbital energy (alpha / beta), eV: -8.96 / -8.96
E_tot, eV: -8281.91914
LUMO energy (alpha / beta), Eh: 0.0359 / -0.0571
Relative energy (zero: lowest compared OMol25 entry of this formula, charge and spin), kcal per mole: 28.1
Multiplicity: 2
Net charge: 0

Element x y z (Å)
C 0.0825 0.1547 0.8071
N 0.0449 0.7984 -0.5656
C 1.3798 0.9802 -1.1966
O 2.3969 1.3296 -0.3418
C -0.6029 -1.2324 0.7734
N -1.8524 -1.2724 0.0405
H 1.1187 -0.0223 1.0826
H -0.3717 0.8721 1.4950
H -0.3317 1.7160 -0.3874
H 1.8012 0.0473 -1.6112
H 1.2138 1.7580 -1.9432
H 0.1308 -1.8838 0.2707
H -0.6670 -1.5532 1.8208
H -2.5890 -0.8819 0.6059
H -1.7538 -0.8104 -0.8501

Forces on the atoms, in the same order (eV/Å):
C -0.107 -0.184 -1.391
N 1.048 -0.531 0.839
C -0.800 0.191 1.644
O -0.089 0.229 -0.336
C 0.908 0.833 -0.396
N 0.079 -0.799 0.837
H 0.123 0.299 0.324
H -0.027 -0.322 0.158
H -0.026 0.247 -0.428
H -0.450 0.003 -0.368
H 0.435 -0.156 -0.522
H -0.335 -0.088 0.171
H -0.422 -0.266 -0.331
H -0.247 0.241 -0.288
H -0.089 0.304 0.085



Entry 3:
Below is a cluster of 3 separate species, C2H3ClN3O in total at a distorted geometry, with properties calculated with ωB97M-V/def2-TZVPD.

Computed properties:
Highest occupied orbital energy, eV: -4.12
E_tot, eV: -21162.47306
LUMO energy, Eh: 0.1281
Relative energy (zero: lowest compared OMol25 entry of this formula, charge and spin), kcal per mole: 12.9
Multiplicity: 1
Net charge: -1

Element x y z (Å)
C -0.1228 0.4311 -0.4869
C 0.5591 1.1840 0.4995
N -0.9840 0.0304 -1.1333
N -1.6644 -2.7023 -0.2427
N -1.3254 -2.0137 0.5747
O -1.8172 -3.4554 -1.1336
Cl 3.3677 2.3788 -0.4078
H 1.3842 1.6664 -0.0494
H 0.7018 0.5471 1.3383
H -0.0990 1.9336 1.0413

Forces on the atoms, in the same order (eV/Å):
C -2.493 0.502 -0.103
C -0.555 1.438 0.701
N 0.354 -0.527 -0.961
N 1.744 0.844 1.198
N -1.056 -0.759 -0.240
O -0.785 -0.436 -0.663
Cl 0.320 0.165 -0.141
H 0.696 0.015 1.159
H 1.479 -0.801 0.521
H 0.297 -0.440 -1.471



Entry 4:
Below is an isolated molecule of C9H12 at a distorted geometry, with properties calculated with ωB97M-V/def2-TZVPD.

Computed properties:
Highest occupied orbital energy, eV: -8.50
E_tot, eV: -9521.34918
LUMO energy, Eh: 0.0204
Relative energy (zero: lowest compared OMol25 entry of this formula, charge and spin), kcal per mole: 126.6
Multiplicity: 1
SMILES: CC#CC#CC(C)(C)C
Net charge: 0

Element x y z (Å)
C 2.2221 3.7760 -0.2310
C 1.0499 2.9417 -0.2480
C -0.1216 2.6660 -0.1261
C -0.8658 1.5036 0.0606
C -0.3795 0.4357 0.3572
C -0.2972 -0.9524 0.8487
C -1.8565 -1.4558 0.8098
C 0.4024 -0.8719 2.2090
C 0.7052 -1.5134 -0.1396
H 2.2344 4.7172 -0.8126
H 3.1619 3.1347 -0.4447
H 2.3463 4.0012 0.7518
H -2.3026 -1.2746 -0.1302
H -1.7808 -2.5207 1.0611
H -2.2752 -0.7677 1.5562
H 1.3571 -0.4953 2.1313
H 0.6290 -1.8731 2.7484
H -0.1346 -0.3373 3.0741
H 1.6741 -1.1164 0.0745
H 0.3835 -1.0913 -1.1220
H 0.7811 -2.6406 -0.2072

Forces on the atoms, in the same order (eV/Å):
C 2.190 -1.553 -2.392
C -0.378 2.740 -0.706
C 0.535 -0.399 -0.438
C 0.430 0.477 -0.030
C -2.634 -2.117 1.314
C -0.362 1.165 -0.322
C 3.417 0.380 1.684
C -2.539 -2.401 3.558
C -0.979 -1.838 -1.797
H -0.244 -0.771 -0.007
H -1.359 1.135 -0.142
H 0.547 1.141 3.012
H -0.273 0.082 -1.056
H -0.701 0.298 0.191
H -0.461 -0.835 -0.045
H 2.000 1.368 -0.453
H -0.678 0.928 -1.349
H 0.458 -0.311 -1.679
H 0.682 0.190 0.097
H 0.536 -0.839 0.355
H -0.185 1.158 0.207



Entry 5:
Below is a structure of composition C2H9BN2 at a distorted geometry, with properties calculated with ωB97M-V/def2-TZVPD.

Computed properties:
Highest occupied orbital energy, eV: -8.55
E_tot, eV: -5876.75446
LUMO energy, Eh: 0.0193
Relative energy (zero: lowest compared OMol25 entry of this formula, charge and spin), kcal per mole: 39.5
Multiplicity: 1
Net charge: 0

Element x y z (Å)
B -0.5255 -0.1754 -0.8693
C 0.7123 0.2598 1.7376
C 0.9980 0.6380 0.2923
N -0.9601 0.5015 -2.0196
N -0.5961 -1.5488 -0.5022
H 0.3839 1.1934 2.3213
H -0.0351 -0.6043 1.7073
H 1.4829 -0.0888 2.3491
H 0.9893 1.7837 0.1519
H 1.9271 0.1291 -0.2135
H -1.1878 1.5009 -1.8326
H -1.6177 0.1144 -2.6452
H -0.1841 -1.7586 0.3781
H -1.3870 -1.9450 -0.8551

Forces on the atoms, in the same order (eV/Å):
B 4.347 0.553 2.218
C -2.107 0.649 -0.225
C -1.389 -0.114 -2.933
N -0.374 1.951 1.206
N 1.519 3.331 -0.567
H -0.336 -1.564 -0.888
H 0.521 1.496 0.840
H 1.833 -0.683 0.538
H 0.374 -1.905 0.030
H -1.676 1.138 1.085
H 0.557 -1.144 -0.540
H -0.726 -0.547 -0.709
H -0.258 -0.820 0.325
H -2.283 -2.340 -0.381



Entry 6:
Below is a cluster of 2 separate species, C6H15ClNOP in total at a distorted geometry, with properties calculated with ωB97M-V/def2-TZVPD.

Computed properties:
Highest occupied orbital energy, eV: -8.52
E_tot, eV: -31811.79722
LUMO energy, Eh: 0.0312
Relative energy (zero: lowest compared OMol25 entry of this formula, charge and spin), kcal per mole: 82.9
Multiplicity: 1
SMILES: CCCN=[P@H](C)O.C=CCl
Net charge: 0

Element x y z (Å)
C -2.5861 -1.3681 0.4042
C -1.2985 -1.9777 1.0243
C -0.0737 -1.2874 0.5797
N 0.1298 0.0446 0.9937
P -0.7337 1.2965 0.6097
C -1.0347 1.8266 -1.1126
O 0.1206 2.5272 1.2038
H -2.4040 -1.4334 -0.6846
H -3.4686 -1.7949 0.7258
H -2.6229 -0.3277 0.6229
H -1.0919 -3.1383 0.8384
H -1.3876 -1.8465 2.1503
H 0.7840 -1.9103 0.9719
H -0.0559 -1.1439 -0.5068
H -2.0433 1.5124 1.2757
H -0.1748 1.3993 -1.5443
H -1.8997 1.3044 -1.5588
H -1.0333 2.8200 -1.0105
H 0.4705 2.0517 1.9902
C 2.8537 0.1713 -1.5837
C 4.0170 0.3245 -1.0131
Cl 4.4201 -0.3983 0.5497
H 2.1202 -0.4240 -1.1586
H 2.3145 0.6010 -2.5217
H 4.6782 1.1711 -1.2456

Forces on the atoms, in the same order (eV/Å):
C 3.281 -0.433 -1.448
C -1.308 -1.948 1.664
C 1.812 -0.404 -0.496
N -1.141 2.250 0.795
P -0.397 -0.195 1.005
C -0.759 -4.731 1.319
O -0.293 -0.475 0.414
H -0.762 -0.133 0.213
H -1.838 -1.118 0.417
H -0.145 0.786 0.386
H -1.058 2.346 0.196
H 0.285 -0.354 -1.113
H -0.520 0.681 -0.855
H 0.152 -1.492 -0.466
H 1.052 -0.196 -0.575
H 1.307 0.053 -1.125
H 0.176 0.732 0.333
H -0.252 3.921 -0.447
H 0.423 0.706 -0.245
C -1.806 0.687 -2.364
C 0.688 1.775 0.737
Cl -0.209 0.103 -0.808
H -0.940 -1.595 1.195
H 2.157 -0.071 1.465
H 0.093 -0.894 -0.196



What did the fifth record say?
Below is a structure of composition C2H9BN2 at a distorted geometry, with properties calculated with ωB97M-V/def2-TZVPD.

Computed properties:
Highest occupied orbital energy, eV: -8.55
E_tot, eV: -5876.75446
LUMO energy, Eh: 0.0193
Relative energy (zero: lowest compared OMol25 entry of this formula, charge and spin), kcal per mole: 39.5
Multiplicity: 1
Net charge: 0

Element x y z (Å)
B -0.5255 -0.1754 -0.8693
C 0.7123 0.2598 1.7376
C 0.9980 0.6380 0.2923
N -0.9601 0.5015 -2.0196
N -0.5961 -1.5488 -0.5022
H 0.3839 1.1934 2.3213
H -0.0351 -0.6043 1.7073
H 1.4829 -0.0888 2.3491
H 0.9893 1.7837 0.1519
H 1.9271 0.1291 -0.2135
H -1.1878 1.5009 -1.8326
H -1.6177 0.1144 -2.6452
H -0.1841 -1.7586 0.3781
H -1.3870 -1.9450 -0.8551

Forces on the atoms, in the same order (eV/Å):
B 4.347 0.553 2.218
C -2.107 0.649 -0.225
C -1.389 -0.114 -2.933
N -0.374 1.951 1.206
N 1.519 3.331 -0.567
H -0.336 -1.564 -0.888
H 0.521 1.496 0.840
H 1.833 -0.683 0.538
H 0.374 -1.905 0.030
H -1.676 1.138 1.085
H 0.557 -1.144 -0.540
H -0.726 -0.547 -0.709
H -0.258 -0.820 0.325
H -2.283 -2.340 -0.381



- Look up the multiplicity of the fifth one.
  1



- Which of these has the lowest E_tot?
  C24H38O17S



- Number 3 is which compound?
  C2H3ClN3O